[1]
The following is a DFT calculation (the ωB97M-V functional and the def2-TZVPD basis) of a structure of composition C33H39MgN4O2Te.

```
! RIJCOSX wB97M-V def2-TZVPD def2/J DEFGRID3
* xyz 1 1
Mg 0.52721 -0.37642 0.13707
C -4.35072 1.93181 -4.54580
C -3.37196 1.16622 -3.70214
C -3.42560 -0.19720 -3.56019
C -2.48911 -0.90484 -2.77615
C -2.68790 -2.29337 -2.57495
N -1.92266 -3.10346 -1.90883
C -2.31428 -4.46441 -1.55137
C -2.46790 -4.60475 -0.04313
C -3.37411 -3.58083 0.65530
N -2.59960 -2.60405 1.42103
C -2.31443 -2.75839 2.68089
C -1.34160 -2.03102 3.40665
C -1.09292 -2.41879 4.74113
C -0.03940 -1.91482 5.45946
C 0.24600 -2.31139 6.87847
C 0.81298 -1.03257 4.77523
C 0.63310 -0.63513 3.46294
C 1.67044 0.20684 2.87529
N 1.86125 0.40674 1.63244
C 3.00058 1.25695 1.26465
C 2.72822 2.07311 0.00254
C 1.31581 2.63996 -0.08564
N 0.40568 1.63509 -0.64880
C -0.44670 2.03470 -1.50691
C -1.42505 1.20131 -2.19467
C -2.35799 1.83315 -2.99557
C -1.43564 -0.22604 -2.09425
O -0.56506 -0.89257 -1.43111
C -0.52323 -1.06925 2.74758
O -0.82491 -0.64127 1.57848
H -4.98502 1.25663 -5.11790
H -3.83831 2.58438 -5.25317
H -4.99960 2.55761 -3.93112
H -4.20622 -0.75690 -4.06521
H -3.59016 -2.73600 -2.99055
H -1.04809 -2.71778 -1.53490
H -1.53736 -5.14942 -1.89161
H -3.24019 -4.68768 -2.08486
H -1.47293 -4.54677 0.39685
H -2.83197 -5.61484 0.14980
H -4.04171 -4.07568 1.36000
H -4.00529 -3.02871 -0.04327
H -2.04677 -1.87866 0.95175
H -2.84438 -3.55403 3.19853
H -1.75824 -3.14301 5.19983
H -0.59678 -2.84782 7.31180
H 0.43811 -1.43735 7.50101
H 1.12118 -2.95943 6.94160
H 1.68491 -0.65456 5.30146
H 2.35923 0.65782 3.59764
H 3.86264 0.60867 1.09205
H 3.24166 1.91886 2.10179
H 2.91511 1.46849 -0.88911
H 3.45170 2.88906 -0.02837
H 1.29716 3.54307 -0.70111
H 0.95105 2.90906 0.91029
H -0.48468 3.09632 -1.77225
H -2.30785 2.91559 -3.07098
C -0.04442 -7.62076 -3.58053
C 0.36851 -6.49918 -2.66794
C 0.45610 -6.67555 -1.29367
C 0.87717 -5.65782 -0.43977
C 1.00515 -5.96995 1.02728
C 1.19337 -4.39393 -0.97060
Te 1.88810 -2.88228 0.33962
C 1.11227 -4.19898 -2.36233
C 1.46012 -2.89769 -3.03203
C 0.70656 -5.25301 -3.17852
H -0.37584 -8.49107 -3.01512
H 0.78593 -7.93687 -4.21414
H -0.85615 -7.31689 -4.24382
H 0.22033 -7.64753 -0.87255
H 0.78788 -7.02130 1.21224
H 0.33944 -5.35900 1.64660
H 2.00879 -5.74359 1.38858
H 1.36110 -2.05112 -2.35624
H 0.82550 -2.73408 -3.90472
H 2.49705 -2.90690 -3.37644
H 0.65529 -5.09085 -4.25112
*
```

Results
HOMO energy   -8.8 eV
E_tot   -57646.8873 eV
Molar mass   675.6 g mol⁻¹


[2]
The following is a DFT calculation (the ωB97M-V functional and the def2-TZVPD basis) of a structure of composition C33H39N3O3P2V.

```
! RIJCOSX wB97M-V def2-TZVPD def2/J DEFGRID3
* xyz 3 3
V 0.19660 0.66388 0.94571
C 2.76919 0.02329 5.51271
N 1.51896 0.12601 4.74628
C 0.29231 -0.00312 5.55088
C 1.47758 0.34868 3.47194
O 0.36234 0.46560 2.83609
C 2.74586 0.50659 2.64624
O 2.30261 0.61094 1.29161
C 3.12445 1.29951 0.34198
C 2.16060 2.07871 -0.54119
O 0.91258 1.97267 -0.25720
N 2.57413 2.82369 -1.51579
C 3.99377 2.98856 -1.85081
C 1.63220 3.57697 -2.35723
H 2.79203 0.82073 6.25353
H 2.78799 -0.93767 6.02345
H 3.64306 0.10417 4.87520
H 0.31003 0.75812 6.32872
H -0.58289 0.12522 4.92624
H 0.28536 -0.98775 6.01518
H 3.27663 1.41424 2.94571
H 3.40667 -0.35453 2.75563
H 3.81642 1.97349 0.85061
H 3.68559 0.56966 -0.24589
H 4.60428 2.21388 -1.39700
H 4.09890 2.91960 -2.93144
H 4.33634 3.96953 -1.52337
H 0.62484 3.49177 -1.96464
H 1.94254 4.62033 -2.37045
H 1.67628 3.17782 -3.36978
C -2.10438 -1.64527 -2.12015
N -1.35280 -0.83503 -1.14075
P -2.01464 0.44033 -0.22484
C -3.55480 -0.09923 0.49251
C -3.50980 -1.03081 1.53438
C -4.68579 -1.51602 2.07528
C -5.90748 -1.06795 1.58258
C -5.95636 -0.14120 0.55134
C -4.78113 0.34838 0.00038
C -2.33677 1.83020 -1.31466
C -2.20012 1.74404 -2.69819
C -2.44431 2.86186 -3.48511
C -2.81648 4.06126 -2.89403
C -2.94954 4.15099 -1.51267
C -2.71036 3.03898 -0.72220
P 0.13999 -1.29062 -0.50999
C 0.11680 -2.97400 0.07139
C -0.10657 -3.22291 1.42771
C -0.20892 -4.52667 1.88353
C -0.09519 -5.58063 0.98552
C 0.12466 -5.33911 -0.36541
C 0.23487 -4.03815 -0.82793
C 1.40452 -1.14373 -1.78288
C 1.24230 -0.23602 -2.82994
C 2.26412 -0.05555 -3.75139
C 3.45597 -0.75784 -3.61679
C 3.62801 -1.64929 -2.56349
C 2.60473 -1.84754 -1.64774
H -3.09269 -1.21151 -2.26280
H -2.22853 -2.66267 -1.74863
H -1.58577 -1.66936 -3.07881
H -2.55590 -1.38430 1.91504
H -4.65841 -2.23855 2.87950
H -6.82753 -1.44497 2.00880
H -6.90995 0.20123 0.17359
H -4.82172 1.07249 -0.80324
H -1.93101 0.80816 -3.17090
H -2.36267 2.79040 -4.56159
H -3.01703 4.92685 -3.51120
H -3.25125 5.08341 -1.05503
H -2.83505 3.11017 0.35367
H -0.20234 -2.39704 2.12673
H -0.37861 -4.72650 2.93284
H -0.17758 -6.59919 1.34070
H 0.21065 -6.16567 -1.05749
H 0.41547 -3.85357 -1.88031
H 0.31471 0.31602 -2.93129
H 2.12341 0.61318 -4.59123
H 4.24473 -0.62754 -4.34620
H 4.54830 -2.21098 -2.47256
H 2.73094 -2.56909 -0.84895
*
```

Results
HOMO energy (spin up / spin down)   -16.4 / -16.3 eV
Expectation value of S²   2.025
E_tot   -89710.5691 eV
Molar mass   638.6 g mol⁻¹


[3]
The following is a DFT calculation (the ωB97M-V functional and the def2-TZVPD basis) of a structure of composition C33H40BaN4P2Se.

```
! RIJCOSX wB97M-V def2-TZVPD def2/J DEFGRID3
* xyz 0 1
Ba 0.17413 2.23819 -2.21963
C -1.96972 1.86340 -5.01253
C -2.08935 0.58375 -4.65639
C -1.30969 -0.51463 -5.29314
C 0.18839 -0.17046 -5.56579
C 0.85874 0.64177 -4.48186
C 0.97100 1.99440 -4.60091
C 0.33846 2.74612 -5.73991
C -1.09677 2.31945 -6.14998
C 1.62128 0.93806 3.39804
H -2.64946 2.63747 -4.61307
H -2.90576 0.25983 -3.99548
H -1.76291 -0.81680 -6.25313
H -1.34960 -1.40709 -4.65242
H 0.73031 -1.12565 -5.71163
H 0.25402 0.30381 -6.56406
H 1.43061 0.07125 -3.72067
H 1.73438 2.58049 -4.03390
H 0.98740 2.65516 -6.62467
H 0.33931 3.81964 -5.48977
H -1.57745 3.19642 -6.61833
H -1.05126 1.57535 -6.96637
H 0.90510 1.75528 3.64208
H 2.69443 1.20641 3.28602
H 1.36748 0.01656 3.94822
P 1.65518 -0.52741 1.09360
P -1.51457 -1.04115 0.98098
N 2.76939 0.62287 0.09431
N 2.91403 -1.72600 1.26756
N -2.14330 0.25869 -0.06008
N -2.97208 -2.01397 1.02475
C 0.85952 -1.04782 -0.51779
C -0.43720 -1.82918 -0.32672
C 2.85812 1.91053 0.60911
C 3.71712 2.65455 -0.18929
C 4.11799 1.81947 -1.28901
C 3.54668 0.55588 -1.07384
C 3.93672 -1.61997 2.23068
C 4.63114 -2.82339 2.28132
C 4.06027 -3.68863 1.28611
C 3.02270 -2.99055 0.68472
C -2.54468 1.48014 0.52920
C -2.84636 2.37255 -0.50145
C -2.59990 1.73121 -1.75300
C -2.04551 0.46302 -1.44514
C -3.93381 -2.38952 0.08213
C -4.86807 -3.21692 0.69827
C -4.47590 -3.35602 2.08657
C -3.31717 -2.60658 2.25986
H 1.57598 -1.64241 -1.08818
H 0.68741 -0.13284 -1.11649
H -1.01287 -1.92936 -1.25781
H -0.19869 -2.82716 0.07087
H 2.31189 2.13212 1.50684
H 4.04992 3.65705 0.03000
H 4.78365 2.09637 -2.10387
H 3.71635 -0.39363 -1.57639
H 4.06302 -0.70308 2.79765
H 5.44827 -3.07168 2.95295
H 4.36346 -4.70354 1.04670
H 2.34650 -3.26310 -0.11939
H -2.71210 1.50534 1.58761
H -3.18369 3.40024 -0.42061
H -2.77595 2.11551 -2.75299
H -1.86699 -0.36027 -2.12696
H -3.87144 -2.03646 -0.92904
H -5.74119 -3.64818 0.24884
H -4.99679 -3.90911 2.85004
H -2.71615 -2.39919 3.13746
Se -1.69062 0.59541 3.95109
C -1.06487 0.37918 5.63553
C -1.16142 1.46375 6.55880
C -0.48990 1.41132 7.77478
C 0.18352 0.21836 8.10733
C 0.28324 -0.86786 7.23786
C -0.43625 -0.83166 6.04365
H -1.72918 2.35052 6.25854
H -0.48614 2.29443 8.42442
H 0.64697 0.15424 9.08286
H 0.92364 -1.73501 7.44924
H -0.47296 -1.67924 5.37516
*
```

Results
HOMO energy (spin up / spin down)   -5.3 / -5.3 eV
E_tot   -125439.9361 eV
Molar mass   770.9 g mol⁻¹